Record 1
{
  "formula": "C8H9NOS",
  "method": "ωB97M-V/def2-TZVPD",
  "symbols": ["C", "C", "N", "C", "C", "C", "C", "C", "O", "S", "C", "H", "H", "H", "H", "H", "H", "H", "H", "H"],
  "positions_angstrom": [[0.66110, -2.28053, 0.47020], [0.27786, -1.13496, -0.46720], [1.11216, -0.26535, -0.76832], [0.57470, 0.84952, -1.44571], [0.23965, 1.99055, -0.45888], [0.50136, 2.06127, 0.91728], [-0.18510, 3.19615, 1.26978], [-0.87517, 3.70712, 0.15246], [-0.61070, 2.95349, -0.89852], [-1.08727, 0.18271, -2.22882], [-1.10637, -1.09111, -0.95030], [0.31340, -3.22706, 0.05626], [0.10848, -1.98507, 1.45863], [1.72226, -2.29943, 0.57413], [1.20960, 1.15814, -2.32950], [1.26422, 1.57972, 1.45353], [-0.24837, 3.51239, 2.36394], [-1.55358, 4.47473, -0.04822], [-1.39498, -2.12864, -1.46736], [-1.86804, -0.79442, -0.15512]],
  "total_charge": 0,
  "e_tot_ha": -838.35571,
  "lumo_energy_ev": 0.79,
  "largest_force_ev_per_a": 4.288,
  "homo_ev": -8.24,
  "de_lowest_kj_mol": 233.95,
  "gap_ev": 9.03,
  "mol_weight_g_mol": 167.2,
  "smiles": "CC1=N[C@H](c2ccco2)SC1"
}

=====

Record 2
{
  "formula": "C6H11NOS",
  "method": "ωB97M-V/def2-TZVPD",
  "symbols": ["C", "C", "C", "C", "C", "C", "N", "O", "S", "H", "H", "H", "H", "H", "H", "H", "H", "H", "H", "H"],
  "positions_angstrom": [[0.07470, -2.06259, 0.67023], [-0.99879, -2.27503, -1.79281], [0.83058, 1.88287, -0.47046], [1.28780, 3.05013, 0.38670], [0.33255, 2.06289, 0.89497], [-0.44037, 1.65269, 1.86601], [0.11177, -2.58635, -2.26319], [-2.44375, -1.35226, 0.17787], [-1.11091, -1.10662, -0.37461], [0.11036, -1.57639, 1.63867], [-0.27276, -3.08499, 0.77353], [-1.99452, -2.58063, -2.13063], [0.16221, 2.08049, -1.29499], [1.53220, 1.08406, -0.66794], [2.30010, 3.04509, 0.76512], [0.92325, 4.03768, 0.13862], [-0.49391, 2.18351, 2.80230], [1.04060, -2.02231, 0.18160], [-1.07033, 0.78396, 1.76178], [0.11922, -3.21618, -3.06275]],
  "total_charge": 0,
  "e_tot_ha": -763.26516,
  "lumo_energy_ev": 0.70,
  "largest_force_ev_per_a": 1.630,
  "homo_ev": -9.13,
  "de_lowest_kj_mol": 371.05,
  "gap_ev": 9.83,
  "mol_weight_g_mol": 145.2
}

=====

Record 3
{
  "formula": "C31H39N8NdO3SSi",
  "method": "ωB97M-V/def2-TZVPD",
  "symbols": ["Nd", "N", "C", "C", "C", "C", "N", "C", "N", "N", "C", "O", "O", "H", "H", "H", "H", "H", "H", "H", "H", "H", "H", "H", "H", "H", "H", "N", "C", "C", "C", "C", "C", "C", "N", "C", "C", "C", "S", "C", "N", "H", "H", "H", "H", "H", "H", "H", "C", "Si", "C", "C", "N", "C", "C", "C", "C", "C", "C", "O", "C", "C", "C", "C", "C", "C", "H", "H", "H", "H", "H", "H", "H", "H", "H", "H", "H", "H", "H", "H", "H", "H", "H", "H"],
  "positions_angstrom": [[-0.15301, 0.50565, -0.52243], [-1.58535, 2.36452, 2.12594], [-0.21148, 2.59322, 2.57974], [0.17531, 3.98077, 3.08153], [1.65530, 4.30063, 2.88583], [2.65403, 3.23867, 3.34771], [2.47095, 2.78031, 4.72384], [2.34973, 1.51611, 5.12957], [2.48467, 1.25624, 6.43610], [2.07181, 0.51236, 4.30692], [0.55973, 2.12792, 1.35170], [1.16035, 1.00329, 1.38270], [0.35754, 2.68287, 0.24817], [-1.85274, 3.07763, 1.45386], [-2.25609, 2.38001, 2.88548], [-0.03220, 1.85131, 3.36701], [-0.07890, 4.03373, 4.14405], [-0.42608, 4.75249, 2.59418], [1.87055, 5.24685, 3.38695], [1.87580, 4.47443, 1.82915], [3.66896, 3.63528, 3.26394], [2.63601, 2.35747, 2.71264], [2.61228, 3.46162, 5.45482], [2.88670, 1.93174, 7.06296], [2.31748, 0.33366, 6.79820], [1.75935, 0.63114, 3.34012], [2.05642, -0.42921, 4.66302], [-4.14265, 1.95501, -2.34161], [-4.79408, 1.41385, -1.24469], [-6.14204, 1.34925, -0.91530], [-6.44672, 0.71707, 0.27375], [-5.44536, 0.17227, 1.09421], [-4.11069, 0.24344, 0.75965], [-3.78508, 0.88158, -0.43611], [-2.55310, 1.10255, -1.03500], [-2.82021, 1.73333, -2.16315], [-1.78390, 2.13572, -3.10952], [-1.93540, 2.78917, -4.29953], [-0.41329, 3.01309, -5.03603], [0.32493, 2.22703, -3.72832], [-0.48577, 1.81259, -2.78810], [-4.57081, 2.40257, -3.13384], [-6.90918, 1.76320, -1.55106], [-7.47934, 0.63489, 0.57894], [-5.73480, -0.32171, 2.01034], [-3.35382, -0.19222, 1.39723], [-2.83473, 3.14348, -4.76741], [1.39011, 2.07441, -3.69243], [3.58838, -2.26115, -2.17214], [2.19635, -1.03915, -2.44741], [2.76294, 0.60878, -1.71851], [1.87842, -0.85788, -4.30128], [0.75724, -1.33747, -1.52386], [-0.17811, -2.33337, -1.74952], [-0.10029, -3.27676, -2.78622], [-1.12754, -4.17063, -3.01780], [-2.28143, -4.16802, -2.23842], [-2.37338, -3.28528, -1.17482], [-1.31464, -2.42963, -0.93586], [-1.35596, -1.57259, 0.19375], [-1.13825, -2.13250, 1.45252], [-1.01338, -3.50197, 1.62431], [-0.81484, -3.98090, 2.91124], [-0.75244, -3.11873, 3.99597], [-0.88672, -1.75403, 3.79601], [-1.07959, -1.24533, 2.51826], [4.51305, -1.87944, -2.60373], [3.38987, -3.22305, -2.64001], [3.76480, -2.44132, -1.11289], [3.56268, 1.06214, -2.30278], [3.15142, 0.44831, -0.70892], [2.00609, 1.41008, -1.64545], [2.64039, -0.22845, -4.75975], [0.89994, -0.42719, -4.52161], [1.92244, -1.81291, -4.81805], [0.76824, -3.29584, -3.42512], [-1.03633, -4.87991, -3.82756], [-3.08772, -4.85453, -2.44496], [-3.23224, -3.27255, -0.51733], [-1.05105, -4.17964, 0.78551], [-0.71613, -5.04539, 3.06179], [-0.61918, -3.51552, 4.99113], [-0.87721, -1.07482, 4.63851], [-1.23296, -0.17755, 2.36486]],
  "multiplicity": 4,
  "total_charge": 2,
  "e_tot_ha": -3117.37641,
  "lumo_energy_ev": [-4.65, -4.65],
  "largest_force_ev_per_a": 1.708,
  "homo_ev": [-11.93, -11.96],
  "de_lowest_kj_mol": 0.00,
  "gap_ev": [7.28, 7.31],
  "mol_weight_g_mol": 776.1
}

=====

Record 4
{
  "formula": "C21H27N3O5S",
  "method": "ωB97M-V/def2-TZVPD",
  "symbols": ["C", "C", "C", "C", "C", "C", "O", "N", "C", "S", "C", "C", "O", "N", "C", "C", "O", "C", "C", "N", "C", "C", "C", "C", "O", "C", "C", "C", "C", "O", "H", "H", "H", "H", "H", "H", "H", "H", "H", "H", "H", "H", "H", "H", "H", "H", "H", "H", "H", "H", "H", "H", "H", "H", "H", "H", "H"],
  "positions_angstrom": [[-4.98977, -0.00803, -3.68831], [-3.52756, 0.33254, -3.95067], [-2.68674, 0.38875, -2.67661], [-2.54970, -0.97742, -1.99395], [-1.60993, -0.90030, -0.82789], [-1.99616, -0.40785, 0.38963], [-3.23627, 0.01644, 0.65362], [-1.13341, -0.29622, 1.42627], [0.09182, -0.65798, 1.27108], [1.16115, -0.39207, 2.63183], [-0.03079, 0.38614, 3.78271], [-1.07123, 1.33670, 3.19392], [-2.25129, 1.16605, 3.44969], [-0.63987, 2.42336, 2.52407], [0.71544, 2.78574, 2.17569], [0.85007, 2.81020, 0.64626], [-0.07863, 3.69371, 0.06931], [-1.40107, 3.32782, 0.39850], [-1.60691, 3.32055, 1.91590], [0.58439, -1.17470, 0.13571], [1.95389, -1.56852, 0.05336], [2.31775, -2.86179, 0.38531], [3.64227, -3.25317, 0.31178], [4.61405, -2.34592, -0.10021], [5.93802, -2.61894, -0.20340], [6.38927, -3.91598, 0.10967], [4.23389, -1.04503, -0.44085], [2.91491, -0.65847, -0.36847], [-0.24940, -1.33116, -1.01419], [0.23383, -1.79822, -2.02324], [-5.56430, 0.06130, -4.60945], [-5.09209, -1.01857, -3.30225], [-5.41692, 0.68226, -2.96395], [-3.09728, -0.40479, -4.63167], [-3.47386, 1.30735, -4.44178], [-3.13731, 1.09428, -1.97432], [-1.68752, 0.75203, -2.92989], [-2.15115, -1.70054, -2.70698], [-3.52583, -1.30919, -1.63940], [-3.26004, 0.29673, 1.58607], [-0.58285, -0.41712, 4.27035], [0.58520, 0.90277, 4.51997], [1.44015, 2.09835, 2.60447], [0.90725, 3.79548, 2.55977], [1.83892, 3.16731, 0.35445], [0.69719, 1.79399, 0.25035], [-2.04881, 4.06652, -0.07483], [-1.62654, 2.33184, -0.01060], [-2.60859, 2.97796, 2.17452], [-1.44949, 4.32961, 2.31186], [1.56242, -3.56706, 0.69738], [3.90015, -4.26683, 0.57261], [7.46674, -3.89687, -0.04511], [5.94258, -4.66625, -0.54986], [6.17850, -4.17345, 1.15240], [4.99725, -0.35720, -0.76675], [2.62422, 0.34386, -0.64393]],
  "total_charge": 0,
  "e_tot_ha": -1755.10966,
  "lumo_energy_ev": 0.42,
  "largest_force_ev_per_a": 0.915,
  "homo_ev": -8.32,
  "de_lowest_kj_mol": 94.45,
  "gap_ev": 8.73,
  "mol_weight_g_mol": 433.5,
  "smiles": "CCCCc1c(O)nc(SCC(=O)N2CCOCC2)n(-c2ccc(OC)cc2)c1=O"
}

=====

Record 5
{
  "formula": "C6H12O",
  "method": "ωB97M-V/def2-TZVPD",
  "symbols": ["C", "C", "C", "O", "C", "C", "C", "H", "H", "H", "H", "H", "H", "H", "H", "H", "H", "H", "H"],
  "positions_angstrom": [[-2.29864, 0.49586, 0.17518], [-1.04102, -0.31542, 0.42986], [-0.53404, -1.04926, -0.80919], [0.80130, -1.42785, -0.54905], [1.38407, -0.42751, 0.25157], [2.41983, 0.35196, -0.51048], [0.16951, 0.50854, 0.83323], [-3.10460, -0.14899, -0.18525], [-2.11656, 1.26898, -0.57996], [-2.64844, 0.99913, 1.08164], [-1.23820, -1.07025, 1.20270], [-1.08583, -1.96117, -1.03117], [-0.58797, -0.38936, -1.68822], [1.54924, -0.74444, 1.26839], [3.16760, -0.27826, -0.99890], [2.90836, 1.05792, 0.16142], [1.90849, 0.92008, -1.29675], [0.20695, 1.46723, 0.31766], [0.13995, 0.74283, 1.92733]],
  "total_charge": 0,
  "e_tot_ha": -311.02219,
  "lumo_energy_ev": 1.10,
  "largest_force_ev_per_a": 3.130,
  "homo_ev": -9.47,
  "de_lowest_kj_mol": 97.35,
  "gap_ev": 10.56,
  "mol_weight_g_mol": 100.2,
  "smiles": "C[C@H]1CO[C@@H](C)C1"
}

=====

Record 6
{
  "formula": "C5H13O4Si",
  "method": "ωB97M-V/def2-TZVPD",
  "symbols": ["C", "C", "C", "C", "C", "O", "O", "O", "O", "Si", "H", "H", "H", "H", "H", "H", "H", "H", "H", "H", "H", "H", "H"],
  "positions_angstrom": [[-1.98747, 0.30590, -1.48809], [-2.25706, 0.31041, -0.02893], [2.31622, -1.83029, -0.63400], [1.86725, 2.38580, 0.51627], [-1.23609, -1.12020, 1.70966], [-0.60744, 0.44801, -1.69532], [1.01924, -1.41004, -0.32301], [1.34341, 1.13808, 0.14434], [-1.10875, -0.34578, 0.51498], [0.30557, 0.04714, -0.42747], [-2.27271, -0.66023, -2.01755], [-2.62797, 1.07178, -2.11545], [-2.15873, 1.40349, 0.28941], [-3.24295, -0.20421, 0.28947], [2.57403, -2.77890, -0.10058], [3.09989, -0.97170, -0.33878], [2.38625, -1.93548, -1.68415], [2.88368, 2.34013, 0.86661], [1.28134, 2.96793, 1.16129], [2.14417, 2.76224, -0.48834], [-1.30159, -0.52424, 2.56549], [-2.04477, -1.71837, 1.58068], [-0.37552, -1.68150, 1.70347]],
  "total_charge": 1,
  "e_tot_ha": -788.57388,
  "lumo_energy_ev": -2.77,
  "largest_force_ev_per_a": 4.679,
  "homo_ev": -14.36,
  "de_lowest_kj_mol": 0.00,
  "gap_ev": 11.59,
  "mol_weight_g_mol": 165.2
}

=====

Record 7
{
  "formula": "C4H5NOS",
  "method": "ωB97M-V/def2-TZVPD",
  "symbols": ["C", "C", "C", "C", "N", "O", "S", "H", "H", "H", "H", "H"],
  "positions_angstrom": [[-1.19725, -1.10676, 1.18755], [-0.94703, 0.15719, 1.42794], [0.37866, 0.68051, -0.73033], [1.35094, 1.20465, -1.66585], [-0.27107, -2.08190, 0.74192], [-0.75834, -3.17845, 0.41390], [0.42804, 1.11568, 0.87858], [-2.20201, -1.34504, 1.38340], [-1.63779, 0.61706, 2.04217], [2.13991, 1.90165, -1.26361], [1.99755, 0.38848, -1.87934], [0.71839, 1.64693, -2.53634]],
  "total_charge": 0,
  "e_tot_ha": -683.36432,
  "lumo_energy_ev": -1.01,
  "largest_force_ev_per_a": 2.881,
  "homo_ev": -8.36,
  "de_lowest_kj_mol": 639.57,
  "gap_ev": 7.35,
  "mol_weight_g_mol": 115.2
}